Entry 1:
{
  "formula": "C10H9N2O5Sn",
  "method": "ωB97M-V with the def2-TZVPD basis set",
  "charge": 3,
  "e_lumo_ev": -14.38,
  "gap_ev": 5.7,
  "spin_multiplicity": 1,
  "elements": ["O", "C", "Sn", "O", "C", "C", "O", "C", "O", "C", "O", "H", "C", "C", "C", "C", "N", "N", "C", "H", "H", "H", "H", "H", "H", "H", "H"],
  "xyz": [[1.76, 1.92, -4.99], [1.29, 1.58, -4.00], [0.18, 0.06, -0.15], [-1.44, 2.31, -2.40], [-1.10, 1.63, -1.54], [-1.69, -0.08, 1.30], [-2.40, 0.09, 2.19], [1.41, -1.61, 1.22], [2.21, -2.26, 1.71], [-1.03, -1.97, -1.30], [-1.23, -2.82, -2.03], [1.58, 0.07, -1.20], [1.97, 5.07, 1.64], [1.54, 3.69, 1.89], [1.44, 2.91, 3.03], [0.95, 1.65, 2.66], [0.74, 1.66, 1.32], [1.11, 2.91, 0.89], [0.68, 0.49, 3.53], [1.36, 5.78, 2.21], [3.01, 5.21, 1.97], [1.90, 5.31, 0.57], [1.70, 3.21, 4.04], [1.10, 3.14, -0.11], [1.59, 0.21, 4.08], [-0.05, 0.76, 4.32], [0.32, -0.41, 3.01]],
  "mulliken_charge": [-0.07, 0.07, 0.93, 0.04, 0.23, 0.40, 0.02, 0.29, 0.03, 0.21, 0.03, 0.27, -1.09, 0.82, -0.98, 0.44, -0.13, 0.03, -1.04, 0.34, 0.35, 0.31, 0.48, 0.21, 0.34, 0.34, 0.13]
}

Entry 2:
{
  "formula": "C10H9N2O5Tc",
  "method": "ωB97M-V with the def2-TZVPD basis set",
  "charge": 3,
  "e_lumo_ev": [-15.15, -15.75],
  "gap_ev": [4.4, 5.9],
  "spin_multiplicity": 4,
  "s_squared": 3.794,
  "elements": ["O", "C", "Tc", "C", "O", "C", "O", "C", "O", "C", "O", "H", "C", "C", "C", "C", "N", "N", "C", "H", "H", "H", "H", "H", "H", "H", "H"],
  "xyz": [[2.79, -1.77, 1.07], [1.99, -2.58, 0.78], [0.61, 0.13, -2.29], [-0.57, 1.61, -2.41], [-1.29, 2.52, -2.53], [1.23, 0.73, -4.07], [1.58, 1.16, -5.09], [-0.42, -1.50, -2.32], [-1.09, -2.47, -2.32], [2.30, 0.62, -1.41], [3.30, 0.99, -0.94], [1.16, -2.25, -0.02], [-1.70, -1.69, 2.73], [-1.15, -0.72, 1.76], [-0.80, 0.60, 1.95], [-0.25, 1.07, 0.74], [-0.28, 0.07, -0.17], [-0.86, -1.00, 0.46], [0.19, 2.46, 0.56], [-1.28, -1.45, 3.72], [-2.78, -1.58, 2.82], [-1.45, -2.72, 2.49], [-0.97, 1.20, 2.83], [-1.14, -1.89, 0.00], [-0.56, 3.03, 0.01], [0.27, 2.89, 1.57], [1.16, 2.55, 0.07]],
  "mulliken_charge": [-0.01, 0.26, 0.52, 0.46, -0.13, 0.40, -0.07, 0.37, -0.18, 0.32, -0.11, 0.25, -1.12, 0.52, -0.72, 0.52, 0.40, -0.34, -1.38, 0.41, 0.36, 0.39, 0.50, 0.29, 0.37, 0.42, 0.31]
}

Entry 3:
{
  "formula": "C10H9N3O",
  "method": "ωB97M-V with the def2-TZVPD basis set",
  "charge": 0,
  "e_lumo_ev": -0.03,
  "gap_ev": 9.5,
  "spin_multiplicity": 1,
  "elements": ["C", "C", "C", "C", "C", "C", "C", "C", "C", "C", "H", "H", "H", "H", "H", "H", "H", "H", "H", "N", "N", "N", "O"],
  "xyz": [[1.50, 1.56, 0.07], [-0.99, 0.91, 0.21], [-1.33, 0.20, 1.37], [-2.18, -0.97, 1.16], [-3.06, -1.07, -0.03], [-2.97, 0.04, -1.07], [-1.92, 1.04, -0.82], [3.29, -0.25, 0.39], [3.42, -1.50, 0.10], [1.43, -1.06, -0.65], [-0.25, 2.80, 0.17], [-0.75, 0.77, 2.36], [-2.59, -1.63, 2.11], [-3.81, -2.21, -0.44], [-3.70, -0.08, -1.79], [-2.04, 1.68, -1.88], [4.17, 0.44, 0.70], [4.60, -1.88, -0.30], [0.46, -1.22, -1.08], [0.19, 1.78, 0.12], [1.84, 0.10, 0.22], [2.28, -2.05, -0.68], [2.39, 2.60, -0.22]],
  "mulliken_charge": [0.30, 0.09, -0.08, -0.29, -0.39, -0.40, -0.26, -0.28, -0.24, 0.02, 0.36, 0.21, 0.26, 0.21, 0.46, 0.16, 0.30, 0.23, 0.39, -0.04, 0.14, -0.51, -0.64]
}

| no. | electronic energy (Ha) |
| --- | --- |
| 1 | -1085.16793 |
| 2 | -951.60333 |
| 3 | -625.68038 |